1.
Entry from the OMol25 dataset: a structure of composition C3H4LiLuO4 (wB97M-V/def2-TZVPD).

Calculated values
HOMO-LUMO gap (alpha / beta) ... 0.19981 / 0.23514 Eh
Spin multiplicity ... 2
Total charge ... +3
E_LUMO (alpha / beta) ... -15.665 / -15.726 eV

Geometry as XYZ:
```
13
Properties=species:S:1:pos:R:3:forces:R:3
H -3.730 1.587 0.769 -0.1 0.0 -0.3
C -3.631 0.850 -0.030 -1.4 0.0 0.7
C -3.484 -0.586 -0.040 -1.6 -0.7 0.3
O -2.391 0.345 -0.397 4.2 0.5 -0.3
H -3.299 -1.127 0.891 -0.1 0.1 -0.2
H -3.836 -1.164 -0.896 0.0 0.2 0.1
O 1.956 0.494 0.230 -7.2 0.7 -1.9
C 3.092 0.345 -0.321 6.8 -1.9 5.6
O 3.966 1.302 -0.098 1.6 -0.7 -1.1
Lu -0.170 0.516 -0.209 1.3 0.7 0.3
H 4.812 0.632 0.054 -1.9 3.0 -0.9
Li 3.030 -2.425 0.245 0.9 -0.4 0.0
O 3.683 -0.770 -0.197 -2.5 -1.4 -2.3
```
Forces are in eV/Å.



2.
Entry from the OMol25 dataset: a structure of composition C3H4LiNiO4 (wB97M-V/def2-TZVPD).

Calculated values
HOMO-LUMO gap (alpha / beta) ... 0.19622 / 0.30860 Eh
Spin multiplicity ... 4
Total charge ... 0
E_LUMO (alpha / beta) ... -0.894 / -0.962 eV

Geometry as XYZ:
```
13
Properties=species:S:1:pos:R:3:forces:R:3
O 2.005 -0.611 -0.614 0.3 -0.2 0.6
O 0.518 0.836 0.809 -0.2 -0.2 0.5
C -0.813 1.166 0.528 0.0 0.2 0.0
C -1.330 0.063 -0.410 -0.2 -0.4 0.1
O -0.182 -0.439 -1.082 -0.1 0.4 0.3
C 0.778 -0.853 -0.176 -0.1 -2.2 -1.1
H -1.425 1.186 1.446 0.3 0.0 -0.2
H -0.909 2.152 0.039 0.2 -0.2 0.1
H -2.037 0.436 -1.161 0.2 -0.2 0.1
H -1.784 -0.754 0.171 0.0 0.2 -0.2
O 0.575 -1.903 0.503 0.6 0.9 0.0
Ni 2.087 1.303 -0.175 0.2 0.4 -0.2
Li 2.516 -2.583 0.124 -1.1 1.2 0.0
```
Forces are in eV/Å.



3.
Entry from the OMol25 dataset: a structure of composition C3H4LiO3Tl (wB97M-V/def2-TZVPD).

Calculated values
HOMO-LUMO gap ... 0.22573 Eh
Spin multiplicity ... 1
Total charge ... 0
E_LUMO ... -0.738 eV

Geometry as XYZ:
```
12
Properties=species:S:1:pos:R:3:forces:R:3
C -1.387 -0.378 -0.216 -3.6 0.0 2.1
C -0.040 0.226 0.130 -0.2 0.9 0.5
O 0.902 -0.837 0.297 0.5 -0.5 0.2
C 2.205 -0.553 0.498 0.7 0.3 0.1
O 2.514 0.661 0.533 0.5 0.0 0.1
O -1.974 0.137 -1.288 -1.0 1.1 -2.8
H -1.319 -1.488 -0.224 0.1 0.4 0.2
H -0.115 0.826 1.050 0.2 -0.2 -0.2
H 0.279 0.902 -0.679 -0.2 -0.3 0.2
Tl 4.946 -0.253 0.880 -1.6 -0.1 -0.2
Li -3.554 0.862 -1.593 1.3 -0.6 0.2
H -2.457 -0.104 0.613 3.3 -1.1 -0.2
```
Forces are in eV/Å.



4.
Entry from the OMol25 dataset: a structure of composition C3H4LiO3Zn (wB97M-V/def2-TZVPD).

Calculated values
HOMO-LUMO gap (alpha / beta) ... 0.15975 / 0.16030 Eh
Spin multiplicity ... 2
Total charge ... +2
E_LUMO (alpha / beta) ... -13.239 / -13.222 eV

Geometry as XYZ:
```
12
Properties=species:S:1:pos:R:3:forces:R:3
C -1.596 0.007 -0.494 -1.8 -1.4 3.2
C -1.645 -1.136 -1.210 1.8 4.4 -2.0
H -1.176 -0.520 -2.126 -0.6 -3.6 0.3
H -2.351 0.018 0.307 0.5 0.6 0.3
H -2.406 -1.889 -0.982 0.4 0.2 -0.8
O 1.307 1.168 1.312 -2.0 0.0 0.4
C 2.141 0.399 0.754 2.7 -2.5 -2.1
O 1.881 -0.578 0.044 -0.4 1.1 1.1
O 3.398 0.660 0.932 -0.1 0.1 0.1
Zn 0.987 2.681 2.047 0.0 1.6 0.8
Li 0.375 -1.671 -0.068 -0.1 -0.2 -0.4
H -0.914 0.860 -0.515 -0.3 -0.3 -0.9
```
Forces are in eV/Å.



5.
Entry from the OMol25 dataset: a structure of composition C3H4LiO4Rb (wB97M-V/def2-TZVPD).

Calculated values
HOMO-LUMO gap (alpha / beta) ... 0.29249 / 0.32694 Eh
Spin multiplicity ... 2
Total charge ... +1
E_LUMO (alpha / beta) ... -3.587 / -3.590 eV

Geometry as XYZ:
```
13
Properties=species:S:1:pos:R:3:forces:R:3
H 3.400 0.952 -3.251 -0.1 0.3 0.1
C 2.972 1.804 -2.716 0.2 -0.2 -0.1
C 3.497 2.728 -1.737 0.2 0.3 0.0
O 2.506 1.693 -1.433 -0.3 -0.3 0.3
H 4.466 2.550 -1.264 -0.3 0.1 -0.1
H 3.102 3.745 -1.688 0.2 -0.3 -0.1
O -2.142 -1.363 1.640 0.7 -0.4 -0.9
C -2.989 -2.202 1.990 -0.3 2.0 1.3
O -2.806 -2.770 3.199 -0.1 -0.6 0.0
Rb 0.410 0.148 0.474 -0.2 -0.2 0.2
H -3.628 -3.241 3.425 0.4 0.1 -0.2
Li -4.668 -1.659 -0.098 0.2 -0.3 0.7
O -4.120 -2.385 1.460 -0.6 -0.4 -1.3
```
Forces are in eV/Å.



6.
Entry from the OMol25 dataset: a structure of composition C3H4LiO4Tb (wB97M-V/def2-TZVPD).

Calculated values
HOMO-LUMO gap (alpha / beta) ... 0.29531 / 0.34905 Eh
Spin multiplicity ... 7
Total charge ... +2
E_LUMO (alpha / beta) ... -10.560 / -8.933 eV

Geometry as XYZ:
```
13
Properties=species:S:1:pos:R:3:forces:R:3
H 0.020 -1.690 -2.330 -0.4 -0.1 0.3
C 0.059 -0.798 -1.691 3.3 -0.7 -1.7
C 0.965 0.224 -2.251 0.1 0.9 -0.4
O 1.478 -0.629 -1.237 -0.9 -0.2 0.4
H 1.431 0.071 -3.229 -0.3 0.0 0.2
H 0.860 1.275 -1.958 0.1 -0.2 -0.1
O 0.107 0.253 1.346 1.0 -1.5 -0.5
C -0.855 0.183 2.166 -0.2 4.4 2.5
O -0.691 0.666 3.373 -0.5 -0.9 -0.4
Li 1.747 -0.143 0.565 0.7 0.0 0.2
H -1.599 0.881 3.713 0.8 -0.4 0.2
Tb -1.488 -0.378 -0.178 -2.5 -0.7 -3.5
O -2.033 0.087 1.710 -1.2 -0.7 2.8
```
Forces are in eV/Å.



7.
Entry from the OMol25 dataset: a structure of composition C3H4LiO5Y (wB97M-V/def2-TZVPD).

Calculated values
HOMO-LUMO gap (alpha / beta) ... 0.23858 / 0.22734 Eh
Spin multiplicity ... 2
Total charge ... +1
E_LUMO (alpha / beta) ... -4.585 / -5.121 eV

Geometry as XYZ:
```
14
Properties=species:S:1:pos:R:3:forces:R:3
O -2.588 -1.345 1.100 0.5 0.3 -0.3
C -1.742 -0.250 1.192 -0.5 0.8 -0.1
C -1.735 0.704 0.225 -1.0 -2.6 0.0
O -0.994 1.779 0.205 4.0 2.3 0.4
H -3.244 -1.311 1.803 0.0 0.0 0.1
H -1.223 -0.106 2.148 0.0 -0.1 -0.3
H -2.374 0.521 -0.656 0.2 0.2 0.4
Y 1.156 2.386 0.392 -2.7 -2.0 -0.7
O 0.944 -1.147 -1.227 -0.8 0.6 1.0
C 2.104 -0.525 -1.175 0.2 -2.2 -1.7
O 2.225 0.550 -0.481 -0.3 2.9 1.6
O 3.068 -0.975 -1.817 -0.4 0.9 0.8
Li 4.142 0.509 -1.129 -0.1 -0.7 -0.3
H 0.260 -0.788 -0.581 0.8 -0.4 -0.9
```
Forces are in eV/Å.



8.
Entry from the OMol25 dataset: a structure of composition C3H4LuO3 (wB97M-V/def2-TZVPD).

Calculated values
HOMO-LUMO gap (alpha / beta) ... 0.21616 / 0.15604 Eh
Spin multiplicity ... 2
Total charge ... 0
E_LUMO (alpha / beta) ... -0.539 / -2.042 eV

Geometry as XYZ:
```
11
Properties=species:S:1:pos:R:3:forces:R:3
O 0.980 0.839 0.044 0.2 -0.8 0.0
C 0.605 -0.466 -0.165 -3.0 0.2 -0.9
O 1.639 -1.260 -0.331 -0.3 -2.5 0.2
Lu 0.952 -3.417 -0.247 -1.8 3.8 -0.3
O -0.918 -2.273 -0.433 2.2 -2.2 -0.2
C -0.735 -0.928 -0.354 2.6 1.8 1.6
H -1.593 -0.332 -0.018 0.3 -0.2 -0.4
C -0.035 1.769 0.323 -0.5 0.1 0.0
H -0.630 1.462 1.199 0.2 0.1 -0.2
H -0.719 1.876 -0.536 0.2 0.0 0.2
H 0.454 2.729 0.519 -0.1 -0.3 0.0
```
Forces are in eV/Å.



Number 1: largest force on an atom 0.175 Eh/bohr. Number 2: largest force on an atom 0.048 Eh/bohr. Number 3: largest force on an atom 0.081 Eh/bohr. Number 4: largest force on an atom 0.100 Eh/bohr. Number 5: largest force on an atom 0.046 Eh/bohr. Number 6: largest force on an atom 0.099 Eh/bohr. Number 7: largest force on an atom 0.090 Eh/bohr. Number 8: largest force on an atom 0.081 Eh/bohr.